Version a
The following is a quantum chemistry calculation of a molecular structure, C46H46FIrN11O4, from the OMol25 dataset.

Output
- LUMO level (alpha / beta) (eV) = -9.93 / -13.00
- gap between HOMO and LUMO (alpha / beta) (eV) = 7.20 / 4.13
- highest occupied orbital energy (alpha / beta) (Ha) = -0.62964 / -0.62964

Geometry as ORCA input:
```
! RIJCOSX wB97M-V def2-TZVPD def2/J DEFGRID3
* xyz 4 2
Ir -0.416 -0.279 0.084
C 0.946 2.510 -0.475
C 1.116 1.372 0.495
C 1.961 0.294 0.194
C 2.540 -0.530 1.211
C 3.538 -1.582 0.840
C 2.145 -0.329 2.505
C 1.186 0.659 2.846
C 0.790 0.849 4.276
C 0.709 1.503 1.857
H 0.903 2.165 -1.509
H 1.808 3.176 -0.396
H 0.070 3.110 -0.242
H 2.344 0.201 -0.817
H 4.452 -1.461 1.422
H 3.810 -1.524 -0.214
H 3.129 -2.572 1.033
H 2.564 -0.947 3.290
H 1.564 1.420 4.792
H 0.691 -0.107 4.789
H -0.144 1.401 4.367
H 0.069 2.334 2.130
F -7.064 -1.928 -0.539
C -6.035 -2.797 -0.444
C -4.776 -2.287 -0.469
C -3.657 -3.129 -0.325
C -2.316 -2.603 -0.225
O -2.159 -1.330 -0.359
C -1.280 -3.529 -0.025
C -1.584 -4.876 0.002
N -2.815 -5.370 -0.086
C -3.015 -6.812 0.051
C -2.071 -7.737 -0.654
C -3.480 -7.598 -1.143
C -3.897 -4.507 -0.206
C -5.205 -5.014 -0.183
C -6.317 -4.183 -0.261
N -7.605 -4.667 -0.130
C -7.891 -5.891 0.602
C -8.592 -6.913 -0.282
N -9.689 -6.213 -1.084
C -10.021 -4.854 -0.535
C -8.796 -3.949 -0.592
C 0.163 -3.192 0.196
O 1.031 -3.995 -0.018
O 0.404 -1.997 0.719
H -4.649 -1.214 -0.533
H -0.783 -5.594 0.121
H -3.366 -7.085 1.038
H -1.786 -8.635 -0.126
H -1.295 -7.307 -1.272
H -4.169 -8.412 -0.969
H -3.622 -7.050 -2.065
H -5.329 -6.081 -0.104
H -8.504 -5.666 1.478
H -6.983 -6.335 0.997
H -9.069 -7.696 0.304
H -7.925 -7.369 -1.010
H -10.530 -6.794 -1.100
H -9.397 -6.122 -2.058
H -10.385 -5.015 0.477
H -10.836 -4.442 -1.127
H -9.029 -3.072 0.015
H -8.646 -3.607 -1.619
C -0.513 -0.719 -5.386
N -0.195 -0.816 -3.958
C -0.603 -0.124 -2.901
N -0.008 -0.620 -1.815
C 0.766 -1.649 -2.288
N 0.664 -1.784 -3.575
C -1.897 -1.217 -5.743
C -2.099 -1.867 -6.974
C -3.353 -2.323 -7.365
C -4.450 -2.114 -6.551
C -4.266 -1.420 -5.342
C -2.984 -1.001 -4.936
C -5.380 -1.008 -4.574
N -6.664 -1.393 -4.637
N -7.340 -0.665 -3.775
C -6.474 0.173 -3.187
O -5.226 -0.045 -3.648
C -6.695 1.213 -2.256
C -8.000 1.639 -1.945
C -8.160 2.721 -1.104
C -7.044 3.361 -0.566
C -5.742 2.932 -0.861
C -4.536 3.644 -0.287
N -3.518 2.676 0.118
C -2.397 2.275 -0.476
N -1.849 1.303 0.254
C -2.721 1.149 1.294
N -3.734 1.964 1.239
C -5.577 1.863 -1.705
H 0.251 -1.324 -5.868
H -0.372 0.312 -5.717
H -1.253 0.733 -2.941
H 1.414 -2.254 -1.672
H -1.255 -2.030 -7.633
H -3.467 -2.828 -8.314
H -5.442 -2.433 -6.844
H -2.890 -0.497 -3.985
H -8.851 1.141 -2.389
H -9.150 3.082 -0.865
H -7.190 4.204 0.099
H -4.798 4.212 0.604
H -4.088 4.334 -1.003
H -2.002 2.709 -1.379
H -2.573 0.442 2.096
H -4.586 1.511 -1.961
*
```

Atom charges from the Mulliken analysis, given in e for atoms 1 to 99: 2.690, -1.444, 0.787, -0.886, 0.847, -1.735, -0.328, 0.681, -1.729, -1.013, 0.271, 0.373, 0.417, 0.566, 0.474, 0.396, 0.310, 0.576, 0.373, 0.425, 0.400, 0.568, -0.480, 0.523, -0.264, 0.408, 0.326, -0.565, 0.185, -0.135, 0.296, -0.411, -1.033, -0.403, -0.366, -0.866, -0.728, 0.237, -0.847, -0.657, -0.085, -1.075, -0.400, -0.296, -0.557, -0.477, 0.634, 0.831, 0.504, 0.268, 0.359, 0.332, 0.217, 0.826, 0.307, 0.488, 0.414, 0.396, 0.379, 0.385, 0.418, 0.454, 0.307, 0.476, -1.156, 0.869, -0.566, -0.814, -0.650, -0.978, 0.875, -0.706, -0.879, -0.922, 0.015, 0.228, 0.847, -0.476, -0.340, 0.584, -0.180, 0.255, -0.925, -0.961, -0.735, 0.382, -1.184, 0.768, -0.658, 0.251, -0.459, -0.913, 0.431, 0.536, 0.328, 0.942, 0.619, 0.514, 0.450


Version b
The following is a quantum chemistry calculation of a molecular structure, C46H46FIrN11O4, from the OMol25 dataset.

Output
- LUMO level (alpha / beta) (eV) = -10.18 / -12.16
- gap between HOMO and LUMO (alpha / beta) (eV) = 6.98 / 4.99
- highest occupied orbital energy (alpha / beta) (Ha) = -0.63052 / -0.63052

Geometry as ORCA input:
```
! RIJCOSX wB97M-V def2-TZVPD def2/J DEFGRID3
* xyz 4 2
Ir 0.280 -0.292 2.216
C 2.649 -1.005 4.466
C 1.230 -0.486 4.382
C 0.934 0.899 4.175
C -0.296 1.448 4.598
C -0.530 2.919 4.502
C -1.267 0.599 5.146
C -1.090 -0.763 5.165
C -2.176 -1.665 5.651
C 0.161 -1.302 4.727
H 2.975 -1.525 3.567
H 2.722 -1.714 5.290
H 3.345 -0.196 4.673
H 1.731 1.598 3.953
H -0.665 3.214 3.458
H 0.328 3.471 4.886
H -1.416 3.215 5.057
H -2.200 1.018 5.500
H -3.105 -1.451 5.118
H -2.374 -1.469 6.708
H -1.927 -2.720 5.548
H 0.341 -2.363 4.861
F 1.053 4.238 -2.818
C -0.123 3.770 -2.366
C -0.101 2.821 -1.390
C -1.297 2.349 -0.823
C -1.291 1.358 0.235
O -0.146 0.904 0.619
C -2.541 1.002 0.760
C -3.690 1.553 0.229
N -3.704 2.469 -0.731
C -4.982 2.982 -1.219
C -6.059 3.289 -0.228
C -5.348 4.408 -0.925
C -2.504 2.896 -1.291
C -2.500 3.850 -2.315
C -1.325 4.318 -2.876
N -1.360 5.292 -3.882
C -0.231 5.516 -4.775
C -0.714 6.075 -6.105
N -1.495 7.338 -5.879
C -2.654 7.084 -4.960
C -2.141 6.503 -3.654
C -2.727 0.041 1.898
O -3.820 -0.410 2.147
O -1.681 -0.176 2.644
H 0.849 2.467 -1.013
H -4.646 1.241 0.627
H -5.257 2.558 -2.176
H -5.845 3.145 0.822
H -7.076 3.062 -0.511
H -4.655 5.000 -0.341
H -5.882 4.955 -1.689
H -3.446 4.228 -2.669
H 0.264 4.573 -4.992
H 0.513 6.194 -4.337
H -1.375 5.376 -6.615
H 0.133 6.304 -6.750
H -1.825 7.714 -6.771
H -0.882 8.050 -5.471
H -3.322 6.394 -5.472
H -3.171 8.026 -4.788
H -3.000 6.291 -3.024
H -1.534 7.257 -3.131
C 4.913 -0.814 -0.897
N 3.963 -0.443 0.161
C 2.689 -0.776 0.350
N 2.251 -0.215 1.475
C 3.341 0.475 1.930
N 4.385 0.349 1.162
C 5.526 -2.184 -0.697
C 6.899 -2.346 -0.465
C 7.461 -3.610 -0.294
C 6.667 -4.739 -0.344
C 5.291 -4.582 -0.588
C 4.736 -3.302 -0.770
C 4.415 -5.692 -0.626
N 4.659 -7.001 -0.443
N 3.506 -7.629 -0.506
C 2.554 -6.704 -0.726
O 3.103 -5.479 -0.824
C 1.150 -6.835 -0.788
C 0.524 -8.083 -0.607
C -0.855 -8.132 -0.582
C -1.602 -6.962 -0.708
C -0.985 -5.717 -0.899
C -1.796 -4.437 -0.977
N -1.430 -3.517 0.106
C -0.596 -2.482 0.116
N -0.444 -2.066 1.373
C -1.261 -2.898 2.095
N -1.849 -3.791 1.356
C 0.384 -5.664 -0.959
H 5.680 -0.044 -0.873
H 4.396 -0.759 -1.855
H 2.102 -1.373 -0.324
H 3.355 1.086 2.812
H 7.542 -1.475 -0.427
H 8.524 -3.704 -0.118
H 7.081 -5.729 -0.202
H 3.680 -3.219 -0.991
H 1.124 -8.973 -0.476
H -1.361 -9.077 -0.444
H -2.683 -7.018 -0.662
H -2.854 -4.655 -0.857
H -1.649 -3.914 -1.921
H -0.142 -2.051 -0.760
H -1.406 -2.830 3.157
H 0.894 -4.723 -1.120
*
```

Atom charges from the Mulliken analysis, given in e for atoms 1 to 99: 3.910, -1.650, 0.577, -0.197, 0.485, -1.611, -0.297, 1.018, -1.802, -1.016, 0.268, 0.462, 0.399, 0.516, 0.259, 0.430, 0.430, 0.475, 0.377, 0.493, 0.392, 0.627, -0.335, 0.255, -0.433, 0.849, 0.844, -1.762, 0.062, -0.382, 0.336, -0.386, -1.001, -0.375, -0.230, -1.174, -0.971, 0.249, -0.621, -0.996, -0.126, -0.739, -0.534, -0.379, -0.678, -0.416, 0.627, 0.927, 0.452, 0.358, 0.286, 0.210, 0.324, 0.994, 0.472, 0.434, 0.372, 0.447, 0.361, 0.397, 0.365, 0.405, 0.387, 0.201, -1.474, 1.049, -0.299, -0.155, -0.756, -0.926, 1.091, -0.633, -0.834, -0.963, -0.245, 0.123, 0.945, -0.349, -0.338, 0.889, -0.204, -0.230, -0.859, -0.847, -0.624, 0.717, -1.238, 0.837, -0.311, -0.659, -0.442, -0.841, 0.075, 0.475, 0.346, 0.445, 0.526, 0.459, 0.456


version b ends up most stable, edging out the next structure by 106.4 kJ/mol.


Version a
The following is a quantum chemistry calculation of C4H8N2 in the gas phase, from the OMol25 dataset.

Output
- LUMO level (eV) = 0.43
- gap between HOMO and LUMO (eV) = 7.76
- highest occupied orbital energy (Ha) = -0.26940

Geometry as ORCA input:
```
! RIJCOSX wB97M-V def2-TZVPD def2/J DEFGRID3
* xyz 0 1
C 0.105 0.891 0.991
N 0.299 -0.130 -0.084
C -0.883 -1.027 -0.344
C 0.777 0.483 -1.364
C -1.146 -1.803 0.802
N -1.285 -2.474 1.750
H -0.670 1.584 0.658
H 1.040 1.429 1.183
H -0.230 0.364 1.886
H 1.029 -0.761 0.248
H -1.710 -0.417 -0.703
H 0.062 0.224 -2.144
H 0.859 1.567 -1.254
H 1.753 0.070 -1.624
*
```

Taken from the Mulliken analysis, the atomic charges in e are: -0.977, -0.024, -0.817, -0.760, 0.497, -0.515, 0.376, 0.377, 0.354, 0.321, 0.226, 0.325, 0.328, 0.289


Version b
The following is a quantum chemistry calculation of C4H8N2 in the gas phase, from the OMol25 dataset.

Output
- LUMO level (eV) = 0.96
- gap between HOMO and LUMO (eV) = 10.61
- highest occupied orbital energy (Ha) = -0.35454

Geometry as ORCA input:
```
! RIJCOSX wB97M-V def2-TZVPD def2/J DEFGRID3
* xyz 0 1
C 1.942 -0.159 0.251
N 0.556 -0.532 0.494
C -0.404 0.151 -0.357
C -1.699 -0.653 -0.480
C -0.699 1.531 0.116
N -0.934 2.581 0.542
H 2.254 -0.560 -0.720
H 2.574 -0.621 1.014
H 2.128 0.927 0.253
H 0.316 -0.383 1.469
H 0.050 0.246 -1.351
H -2.411 -0.157 -1.146
H -1.454 -1.640 -0.878
H -2.170 -0.780 0.499
*
```

Taken from the Mulliken analysis, the atomic charges in e are: -0.879, -0.410, 0.386, -1.405, 0.226, -0.455, 0.299, 0.328, 0.314, 0.293, 0.271, 0.377, 0.357, 0.300


version b ends up most stable, edging out the next structure by 207.9 kJ/mol.


Version a
The following is a quantum chemistry calculation of 2 unconnected molecules or ions with the total composition C4H8N2, from the OMol25 dataset.

Output
- LUMO level (eV) = 0.89
- gap between HOMO and LUMO (eV) = 9.90
- highest occupied orbital energy (Ha) = -0.33105

Geometry as ORCA input:
```
! RIJCOSX wB97M-V def2-TZVPD def2/J DEFGRID3
* xyz 0 1
C 0.964 -0.801 -2.095
C 0.460 -1.467 -1.090
N 0.102 -2.050 -0.070
H 2.045 -0.738 -2.113
H 0.363 -0.294 -2.837
H 0.178 -1.332 0.657
C -0.344 0.127 2.007
N 0.282 0.673 1.051
C -0.545 1.398 0.091
H 0.213 -0.429 2.763
H -1.439 0.137 2.092
H -1.253 0.741 -0.434
H 0.089 1.877 -0.656
H -1.114 2.157 0.635
*
```

Taken from the Mulliken analysis, the atomic charges in e are: -0.861, 0.509, -0.652, 0.229, 0.300, 0.462, -0.322, -0.452, -0.869, 0.358, 0.301, 0.303, 0.277, 0.416


Version b
The following is a quantum chemistry calculation of C4H8N2 in the gas phase, from the OMol25 dataset.

Output
- LUMO level (eV) = 1.10
- gap between HOMO and LUMO (eV) = 9.31
- highest occupied orbital energy (Ha) = -0.30158

Geometry as ORCA input:
```
! RIJCOSX wB97M-V def2-TZVPD def2/J DEFGRID3
* xyz 0 1
C -2.659 -0.663 -0.056
C -1.661 -0.120 -0.414
N -0.516 0.584 -0.695
C -0.078 1.755 0.081
N 0.497 -0.343 -0.927
C 1.141 -1.100 0.135
H -3.675 -0.804 -0.020
H 0.972 1.810 -0.264
H -0.642 2.587 -0.139
H -0.244 1.453 1.173
H 0.101 -0.863 -1.673
H 2.116 -1.222 -0.383
H 1.348 -0.662 1.120
H 0.591 -2.073 0.402
*
```

Taken from the Mulliken analysis, the atomic charges in e are: -0.419, -0.119, -0.001, -0.803, -0.434, -0.733, 0.436, 0.295, 0.320, 0.290, 0.299, 0.288, 0.307, 0.274


version a ends up most stable, edging out the next structure by 177.9 kJ/mol.


Version a
The following is a quantum chemistry calculation of C4H8N2 in the gas phase, from the OMol25 dataset.

Output
- LUMO level (eV) = 1.07
- gap between HOMO and LUMO (eV) = 10.25
- highest occupied orbital energy (Ha) = -0.33737

Geometry as ORCA input:
```
! RIJCOSX wB97M-V def2-TZVPD def2/J DEFGRID3
* xyz 0 1
C 1.902 -0.082 -0.083
N 1.062 -1.189 0.361
C 0.626 -0.381 -0.768
C -0.571 0.488 -0.480
C -1.740 -0.143 0.174
N -0.817 0.687 0.946
H 2.856 -0.442 -0.450
H 1.927 0.841 0.497
H 0.537 -0.864 1.174
H 0.619 -0.875 -1.740
H -0.764 1.324 -1.151
H -1.694 -1.206 0.407
H -2.736 0.240 -0.031
H -1.207 1.602 1.143
*
```

Taken from the Mulliken analysis, the atomic charges in e are: -0.443, -0.652, -0.098, -0.154, -0.396, -0.605, 0.270, 0.217, 0.362, 0.334, 0.418, 0.202, 0.301, 0.245


Version b
The following is a quantum chemistry calculation of 2 unconnected molecules or ions with the total composition C4H8N2, from the OMol25 dataset.

Output
- LUMO level (eV) = 0.87
- gap between HOMO and LUMO (eV) = 9.82
- highest occupied orbital energy (Ha) = -0.32906

Geometry as ORCA input:
```
! RIJCOSX wB97M-V def2-TZVPD def2/J DEFGRID3
* xyz 0 1
C 1.706 -0.961 -1.423
C 1.801 0.008 -0.551
N 1.740 1.010 0.154
H 1.592 -0.639 -2.451
H 1.717 -2.008 -1.160
H 0.729 1.198 0.116
C -1.112 1.435 0.913
N -1.086 0.598 -0.037
C -1.191 -0.801 0.367
H -1.070 2.502 0.688
H -1.122 1.136 1.969
H -0.339 -1.151 0.968
H -1.264 -1.435 -0.518
H -2.101 -0.890 0.964
*
```

Taken from the Mulliken analysis, the atomic charges in e are: -0.850, 0.465, -0.670, 0.231, 0.305, 0.500, -0.258, -0.474, -0.897, 0.334, 0.297, 0.299, 0.281, 0.437


Version c
The following is a quantum chemistry calculation of C4H8N2 in the gas phase, from the OMol25 dataset.

Output
- LUMO level (eV) = 0.93
- gap between HOMO and LUMO (eV) = 9.49
- highest occupied orbital energy (Ha) = -0.31453

Geometry as ORCA input:
```
! RIJCOSX wB97M-V def2-TZVPD def2/J DEFGRID3
* xyz 0 1
H 2.644 -1.255 0.169
N 2.829 -0.180 0.080
C 1.740 0.494 -0.113
N 0.372 0.193 -0.130
C -0.766 1.085 0.037
C -1.706 -0.172 0.044
C -0.396 -1.010 -0.095
H 1.865 1.562 -0.148
H -0.873 1.778 -0.847
H -0.751 1.697 0.984
H -2.345 -0.247 -0.811
H -2.125 -0.546 0.981
H -0.227 -1.607 0.772
H -0.263 -1.792 -0.923
*
```

Taken from the Mulliken analysis, the atomic charges in e are: 0.209, -0.640, 0.064, 0.025, -0.545, -0.399, -0.586, 0.355, 0.248, 0.267, 0.266, 0.239, 0.261, 0.236


Version d
The following is a quantum chemistry calculation of C4H8N2 in the gas phase, from the OMol25 dataset.

Output
- LUMO level (eV) = 0.82
- gap between HOMO and LUMO (eV) = 8.07
- highest occupied orbital energy (Ha) = -0.26660

Geometry as ORCA input:
```
! RIJCOSX wB97M-V def2-TZVPD def2/J DEFGRID3
* xyz 0 1
C 1.560 0.276 -0.830
N 1.630 0.129 0.635
C 0.530 -0.527 -0.146
C -0.636 0.290 0.344
C -1.932 0.137 -0.366
N -1.711 -0.565 0.899
H 2.361 -0.210 -1.377
H 1.289 1.280 -1.147
H 2.398 -0.382 1.066
H 0.564 -1.614 -0.208
H 0.825 0.842 1.062
H -2.041 -0.526 -1.228
H -2.607 0.993 -0.391
H -2.170 -0.061 1.654
*
```

Taken from the Mulliken analysis, the atomic charges in e are: -0.418, -0.294, -0.125, -0.521, -0.363, -0.610, 0.285, 0.220, 0.246, 0.433, 0.469, 0.234, 0.229, 0.216


version c ends up most stable, edging out the next structure by 31.9 kJ/mol.